ORCA calculation (ωB97M-V with the def2-TZVPD basis set) on a cluster of 11 separate species, C5H30NO11S in total in a non-equilibrium geometry.

Results
2S+1   1
Total charge   -1
Orbital gap   0.2277 Ha
Energy above the lowest of the compared OMol25 structures with the same formula, charge and spin   0.00 kJ/mol
Electronic energy   -40520.357 eV
Lowest unoccupied orbital energy   2.502 eV

Each line ends with the Löwdin charge.
Atoms and positions in Å:
O: -2.1921 1.3121 3.4742  -0.05
H: -0.8300 2.0009 -0.4511  0.02
H: 3.7225 3.5447 -0.9484  -0.01
H: 0.9386 4.4000 2.2424  -0.01
O: -1.2509 -2.8753 -2.8721  -0.10
S: 1.6110 1.7988 -3.2980  0.22
H: 1.0279 -4.5565 -1.8223  0.07
O: 1.2405 -3.8163 -2.4279  -0.07
H: 2.9602 1.9921 1.2827  -0.02
H: 2.3391 0.5449 -1.0446  0.05
H: -0.2221 0.4837 -2.7315  0.04
H: -0.2841 1.9924 1.2198  0.07
H: 2.7320 1.1892 2.5578  0.07
H: -2.0227 0.6079 4.0348  -0.02
H: -0.2812 -3.2430 0.5259  0.03
C: 0.6619 -0.6814 -0.4053  -0.42
H: -1.4397 3.3731 -1.8033  0.03
H: 1.6493 3.6855 3.3196  0.04
O: 0.4241 -1.8950 -0.4043  -0.06
H: -4.1483 -2.5613 -1.1329  0.05
H: -0.5528 -3.5701 -3.1095  0.05
H: 3.4306 2.1917 -1.7219  -0.05
O: -1.9923 3.5985 -1.0469  -0.07
O: 2.9661 2.0861 2.2180  -0.06
O: 3.9153 2.6325 -0.9509  -0.12
O: -1.1187 -3.6634 0.8673  -0.07
H: 1.2775 -3.1131 -1.7704  0.00
C: -1.2981 -0.4214 0.9559  -0.04
H: -2.7690 -2.0071 -1.1803  -0.02
C: 0.8597 0.2241 -2.7580  -0.68
C: -0.0779 1.6801 0.1906  0.00
C: 1.6435 -0.2049 -1.4457  -0.21
H: -1.0197 -0.5604 2.0241  0.08
H: 1.1767 -0.4690 -3.6115  0.05
H: 0.9624 1.9635 -0.1896  0.10
H: -0.4123 -2.9908 3.0263  0.07
H: -2.1809 0.1781 0.7244  0.10
H: -1.7119 -1.4019 0.4561  0.07
O: -1.1566 -2.6379 3.6150  -0.09
H: -0.6810 -2.3570 -2.3075  -0.02
O: 0.7461 3.8901 2.9778  -0.05
N: -0.1095 0.1881 0.3560  -0.11
O: -3.5405 -1.9926 -0.6639  -0.03
H: 2.3499 -1.0480 -1.6845  0.12
H: -1.2908 1.5975 3.1494  0.05
H: -1.7169 -3.0964 0.4711  -0.06
H: -2.3407 4.4902 -1.1520  0.04
H: -1.9940 -2.4825 3.2450  -0.01

***

ORCA calculation (ωB97M-V with the def2-TZVPD basis set) on a cluster of 10 separate species, C5H30O10S in total in a non-equilibrium geometry.

Results
2S+1   1
SMILES   CSCCCCO.O.O.O.O.O.O.O.O.O
Orbital gap   0.3199 Ha
Energy above the lowest of the compared OMol25 structures with the same formula, charge and spin   0.00 kJ/mol
Electronic energy   -36981.553 eV
Lowest unoccupied orbital energy   0.323 eV

Each line ends with the Löwdin charge.
Atoms and positions in Å:
C: -0.5244 1.2546 1.7385  -0.54
H: 0.7735 -0.4183 1.6133  0.08
H: 0.1949 -2.5593 1.4410  0.09
H: -1.4059 3.6310 0.9780  0.03
O: 1.6640 -2.2155 -0.0970  -0.08
O: -1.7905 -3.0939 1.2832  -0.10
H: 0.6814 0.0786 3.1904  0.12
H: 2.6622 -0.1154 -3.1910  0.03
H: -2.2559 -0.9654 -3.4138  0.06
H: 2.7290 -1.5069 1.2651  -0.02
H: -1.4450 -3.0324 -0.0815  -0.07
H: 1.3853 2.6252 -2.5449  0.00
H: -1.9934 -0.6648 2.3106  0.09
O: 2.7681 2.3183 -1.4195  -0.06
H: 3.3573 -1.9261 2.5852  0.03
H: 0.9706 -1.6727 -0.4970  0.04
H: -2.8562 -0.8412 -0.3228  0.02
H: -2.0396 0.7597 -1.8673  0.01
O: -3.5552 -0.3893 0.1650  -0.04
H: 3.6657 -1.2280 -3.5958  0.04
H: -1.1419 -1.3031 3.5923  0.11
C: -0.3832 3.8962 0.7242  -0.38
H: 2.4455 -2.0411 -0.6416  0.05
S: 0.6633 2.5645 1.4118  0.81
O: 3.0047 -0.9790 -2.9455  -0.04
H: -1.1419 0.9798 0.8900  0.04
C: -1.0400 -1.0946 2.5269  -0.15
O: -1.3891 0.9473 -1.1768  -0.08
O: -0.9152 -2.9235 -0.8862  -0.07
C: 0.0336 -0.0249 2.3136  -0.26
O: 3.5893 -1.5750 1.7199  -0.08
C: -0.6945 -2.5238 2.0507  -0.16
O: 0.6053 2.3532 -3.0562  -0.06
O: -2.9921 -0.4173 -3.1283  -0.04
H: 0.2054 3.0583 -3.5631  0.05
H: -0.3334 3.9940 -0.3567  0.02
H: -0.7073 1.4726 -1.6169  0.01
H: -3.6845 -0.9767 -2.7676  0.05
H: 3.1602 2.5641 -0.5771  0.05
H: 2.5428 1.3907 -1.3563  0.03
H: -0.0810 4.7766 1.2694  0.02
H: -2.5443 -3.1639 1.8741  0.12
H: -0.6251 -3.2057 2.8990  0.12
H: -3.1905 0.4739 0.1205  -0.01
H: -1.1962 1.6447 2.5112  0.08
H: -0.6211 -3.8249 -1.0042  0.04